A molecular structure, C21H23F6FeN5O8PS2SeTe, computed with the ωB97M-V functional and the def2-TZVPD basis.

```
69
Properties=species:S:1:pos:R:3:nbo_charge:R:1
Te -0.12 -2.46 -2.55 -0.569
Se -4.75 4.77 -1.46 0.890
Fe 0.48 -0.62 0.88 1.086
S 1.59 -1.35 3.20 2.305
S 1.23 -3.36 1.19 2.303
P 1.20 -0.60 -1.92 2.031
F 3.60 -2.68 4.55 -0.345
F 2.64 -3.45 -1.11 -0.329
F 4.32 -1.83 2.72 -0.346
F 3.66 -4.28 0.59 -0.323
F 3.52 -2.15 0.35 -0.305
F 3.91 -0.56 4.41 -0.354
O 0.44 0.80 -2.22 -0.860
O 2.52 -0.44 -2.83 -0.839
O 1.93 -0.25 2.28 -0.965
O 0.32 -2.59 0.33 -0.964
O -0.29 -1.15 2.58 -0.811
O 1.70 -0.47 -0.52 -1.138
O 1.19 -1.16 4.56 -0.947
O 0.96 -4.76 1.19 -0.926
N -1.56 -0.39 -0.01 -0.437
N 0.13 1.53 0.69 -0.440
N -4.81 2.99 -1.27 -0.609
N 1.57 -2.83 2.58 -1.210
N -3.03 4.84 -0.93 -0.606
C -1.97 0.89 -0.16 0.167
C -1.04 1.91 0.12 0.280
C -2.63 -0.72 3.04 -0.612
C 2.89 -1.23 -3.93 -0.065
C -1.54 1.38 -3.50 -0.625
C -0.88 0.96 3.68 -0.634
C -1.33 3.28 -0.16 -0.124
C 2.85 -3.29 0.21 0.724
C -0.33 4.21 0.08 -0.118
C -2.64 3.60 -0.65 0.121
C 4.33 -1.68 -3.78 -0.624
C 3.45 -1.63 3.73 0.716
C -4.17 0.14 -0.84 -0.135
C -0.07 1.01 -3.53 -0.071
C -3.73 -1.15 -0.64 -0.245
C -2.41 -1.36 -0.23 0.126
C 0.88 3.79 0.60 -0.243
C -3.29 1.20 -0.62 -0.049
C -3.62 2.57 -0.85 0.117
C 1.05 2.43 0.91 0.107
C -1.18 -0.53 3.49 0.105
H -2.83 -0.12 2.16 0.183
H 2.22 -2.10 -4.01 0.213
H -3.30 -0.40 3.84 0.201
H -0.52 5.25 -0.14 0.232
H -1.69 2.27 -2.90 0.190
H -5.17 0.36 -1.18 0.231
H 0.52 1.82 -3.98 0.170
H -2.82 -1.77 2.81 0.214
H -1.50 1.35 4.50 0.199
H -1.89 1.56 -4.51 0.210
H 2.78 -0.61 -4.84 0.157
H -4.38 -2.00 -0.82 0.227
H 4.68 -2.14 -4.70 0.199
H 4.96 -0.83 -3.55 0.205
H 1.67 4.49 0.80 0.225
H 1.95 2.05 1.37 0.235
H 0.07 0.10 -4.12 0.203
H 0.17 1.09 3.93 0.229
H 4.41 -2.40 -2.97 0.221
H -1.02 -1.04 4.45 0.198
H -2.03 -2.36 -0.07 0.248
H -1.11 1.50 2.77 0.182
H -2.12 0.56 -3.07 0.221
```

Values from the calculation:
ΔE to the lowest compared entry with this formula, charge and spin ... 191.8 kJ/mol
E ... -200275.3373 eV
Molar mass ... 944.9 Da
E_HOMO (spin up / spin down) ... -4.34 / -4.34 eV
Total charge ... -1
LUMO energy (spin up / spin down) ... 0.02408 / 0.02407 Eh

A molecular structure, C4H13NO3, computed with the ωB97M-V functional and the def2-TZVPD basis.

```
21
Properties=species:S:1:pos:R:3:nbo_charge:R:1
O 1.75 -1.07 -0.13 -0.693
O 3.71 0.11 -0.08 -1.100
O -2.48 0.62 -1.21 -0.667
N -1.04 -2.16 -0.44 -1.033
C -1.33 0.85 0.84 0.194
C 1.13 -0.22 0.88 -0.069
C -2.41 1.47 0.08 -0.219
C 0.13 0.81 0.22 -0.516
H 0.56 -0.91 1.49 0.166
H -0.09 -2.44 -0.14 0.408
H 2.80 -0.67 -0.33 0.490
H 4.36 0.15 -0.76 0.440
H 0.09 0.71 -0.88 0.268
H -2.20 2.48 -0.36 0.271
H -1.65 -2.14 0.37 0.335
H -3.34 1.43 0.56 0.209
H 1.88 0.25 1.48 0.222
H 0.52 1.76 0.34 0.295
H -1.27 1.09 1.88 0.204
H -0.99 -1.16 -0.71 0.336
H -2.43 -0.26 -0.70 0.458
```

Values from the calculation:
ΔE to the lowest compared entry with this formula, charge and spin ... 834.1 kJ/mol
E ... -11983.8265 eV
Molar mass ... 123.2 Da
E_HOMO ... -8.12 eV
LUMO energy ... -0.15503 Eh

A molecular structure, C14H12AuF5IN5O5S2Te, computed with the ωB97M-V functional and the def2-TZVPD basis.

```
46
Properties=species:S:1:pos:R:3:nbo_charge:R:1
Au -1.57 0.35 -1.13 0.601
I -3.76 -1.25 2.03 0.138
Te 1.08 -0.28 -3.16 3.390
S 0.22 1.95 3.00 2.334
S 0.76 -1.20 2.53 0.330
F 2.56 0.70 -3.86 -0.645
F 1.20 1.09 -1.89 -0.620
F 0.07 0.87 -4.24 -0.635
F 1.61 -1.33 -4.67 -0.665
F 2.39 -1.16 -2.12 -0.648
O -0.54 3.15 3.25 -0.970
O -0.22 -1.46 -2.84 -1.160
O -4.42 0.36 -1.67 -0.484
O -2.82 1.63 -2.25 -0.575
O 0.51 1.11 4.15 -0.998
N -0.37 -0.62 0.31 -0.615
N -2.96 -2.26 -0.58 -0.433
N -0.40 1.20 1.77 -0.913
N 5.48 3.60 0.70 -0.812
N -4.07 1.37 -2.26 0.299
C 1.84 3.37 1.32 -0.147
C 0.68 -2.41 1.30 -0.502
C 4.20 2.32 2.32 -0.300
C 2.98 1.95 2.88 -0.118
C -4.92 -4.17 -0.95 -0.182
C -2.99 -2.99 -1.70 0.056
C -3.89 -2.46 0.32 0.115
C 4.24 3.21 1.26 0.160
C -4.90 -3.41 0.20 -0.298
C 0.05 -1.92 0.21 -0.015
C 3.05 3.74 0.76 -0.256
C -3.95 -3.96 -1.92 -0.264
C 1.80 2.47 2.38 -0.381
C -0.08 -0.06 1.48 0.289
H 6.19 2.89 0.79 0.364
H 5.12 1.89 2.70 0.192
H -5.64 -3.53 0.99 0.217
H 0.91 3.75 0.91 0.242
H -5.69 -4.92 -1.09 0.200
H 5.39 3.88 -0.27 0.370
H 3.08 4.42 -0.08 0.202
H -2.21 -2.76 -2.42 0.238
H -0.12 -2.43 -0.72 0.244
H 2.93 1.24 3.69 0.229
H 1.11 -3.39 1.42 0.218
H -3.94 -4.54 -2.84 0.207
```

Values from the calculation:
ΔE to the lowest compared entry with this formula, charge and spin ... 30.8 kJ/mol
E ... -86745.4603 eV
Molar mass ... 940.9 Da
E_HOMO ... -2.51 eV
Total charge ... -2
LUMO energy ... 0.14961 Eh

A molecular structure, C14H14Br4CuN2O5P, computed with the ωB97M-V functional and the def2-TZVPD basis.

```
41
Properties=species:S:1:pos:R:3:nbo_charge:R:1
Br -4.51 3.47 -2.23 -0.004
Br 1.50 4.53 0.19 -0.008
Br -0.13 7.06 -1.26 0.006
Br -3.17 6.53 -2.48 0.006
Cu -1.56 0.31 0.20 0.815
P 2.68 -0.42 -0.65 1.946
O -1.34 -2.69 -0.68 -0.666
O -1.07 -0.18 3.12 -0.676
O 3.84 -1.36 -0.83 -1.146
O -2.60 1.57 -0.90 -0.840
O -0.10 1.95 -0.02 -0.842
N -1.19 -1.36 1.16 -0.755
N -0.45 -2.34 3.20 -0.448
C -1.07 -2.56 0.51 0.608
C 1.25 -0.79 -1.67 -1.032
C 2.07 -0.34 1.05 -1.028
C -2.09 2.74 -1.01 0.366
C -0.73 2.96 -0.51 0.284
C -0.11 -2.14 4.59 -0.385
C -2.19 5.11 -1.67 -0.175
C -0.93 -1.22 2.49 0.762
C -0.93 5.33 -1.16 -0.177
C 3.07 1.29 -1.06 -1.026
C -2.76 3.82 -1.58 -0.262
C -0.59 -3.71 1.29 -0.386
C -0.22 4.26 -0.58 -0.229
C -0.29 -3.55 2.58 0.043
H 3.90 1.63 -0.44 0.226
H 3.36 1.35 -2.11 0.225
H 1.73 -1.32 1.36 0.234
H 0.28 -3.07 4.99 0.177
H 0.50 -0.01 -1.51 0.274
H -0.99 -1.83 5.16 0.204
H 2.90 -0.03 1.69 0.225
H 0.10 -4.34 3.21 0.184
H 0.64 -1.35 4.69 0.213
H -0.47 -4.66 0.79 0.214
H 2.20 1.91 -0.87 0.288
H 0.81 -1.75 -1.41 0.265
H 1.26 0.38 1.11 0.294
H 1.56 -0.81 -2.71 0.226
```

Values from the calculation:
ΔE to the lowest compared entry with this formula, charge and spin ... 0.0 kJ/mol
E ... -362066.5681 eV
Molar mass ... 704.4 Da
E_HOMO ... -1.02 eV
Total charge ... -2
LUMO energy ... 0.16053 Eh

Among the records above, which one has the highest E? C4H13NO3

The lowest ΔE to the lowest compared entry with this formula, charge and spin belongs to which entry? C14H14Br4CuN2O5P